(1)
C5H13NOS | ωB97M-V with the def2-TZVPD basis set

## Properties
multiplicity: 1
LUMO level (spin up / spin down): 0.053 / 0.055 eV
relative energy (zero: lowest compared OMol25 entry of this formula, charge and spin): 592.41 kJ/mol
total energy: -726.27546 a.u.

Geometry (Å):
C1 -0.19 -1.46 -0.40
C2 -0.85 -2.51 0.58
C3 2.75 1.01 0.13
C4 -2.33 1.36 -0.36
C5 1.54 0.78 -0.70
N1 -1.09 1.87 0.14
O1 0.51 -0.05 1.77
S1 0.20 0.04 0.38
H1 -0.77 -1.36 -1.26
H2 -0.16 -2.84 1.43
H3 -1.82 -2.33 0.86
H4 -1.00 -3.36 -0.01
H5 2.84 1.95 0.66
H6 3.08 0.35 0.85
H7 3.50 1.04 -0.72
H8 -2.51 0.26 0.07
H9 -3.09 2.12 -0.16
H10 -2.20 1.10 -1.48
H11 1.72 -0.01 -1.45
H12 1.20 1.64 -1.13
H13 -1.25 2.32 1.02

(2)
C40H44F7N4 | ωB97M-V with the def2-TZVPD basis set

## Properties
multiplicity: 1
LUMO level: -3.658 eV
relative energy (zero: lowest compared OMol25 entry of this formula, charge and spin): 0.00 kJ/mol
total charge: +1
total energy: -2468.51130 a.u.

Geometry (Å):
C1 3.77 -1.38 -0.23
C2 2.72 -2.47 -0.41
C3 3.16 -3.82 0.17
C4 2.20 -2.58 -1.84
C5 2.84 -3.44 -2.74
C6 2.54 -3.41 -4.10
C7 1.57 -2.53 -4.57
C8 0.87 -1.69 -3.70
C9 -0.19 -0.78 -4.30
C10 -1.37 -1.58 -4.85
C11 0.38 0.14 -5.37
C12 1.18 -1.74 -2.34
N1 0.45 -0.84 -1.47
N2 0.45 0.50 -1.73
N3 -0.32 1.04 -0.75
C13 -0.54 2.46 -0.69
C14 -1.85 2.99 -0.77
C15 -3.04 2.09 -1.12
C16 -2.94 1.53 -2.53
C17 -4.39 2.79 -0.95
C18 -2.03 4.36 -0.58
C19 -0.93 5.19 -0.39
C20 0.36 4.67 -0.38
C21 0.57 3.29 -0.52
C22 2.00 2.77 -0.45
C23 2.62 3.04 0.92
C24 2.85 3.36 -1.57
C25 -0.79 0.06 0.11
C26 -1.57 0.36 1.31
C27 -1.20 1.33 2.27
C28 -2.06 1.68 3.30
C29 -1.56 2.66 4.33
F1 -2.56 3.41 4.88
F2 -0.92 2.02 5.36
F3 -0.66 3.55 3.78
C30 -3.33 1.12 3.42
C31 -3.69 0.15 2.49
C32 -5.10 -0.37 2.52
F4 -5.40 -1.15 1.43
F5 -5.37 -1.12 3.64
F6 -6.01 0.66 2.52
C33 -2.81 -0.29 1.51
C34 -0.41 -1.12 -0.43
C35 -0.58 -2.46 0.19
H1 3.37 -0.43 -0.59
H2 3.98 -1.27 0.84
H3 4.71 -1.60 -0.75
H4 1.89 -2.12 0.20
H5 2.41 -4.60 -0.04
H6 4.12 -4.15 -0.24
H7 3.26 -3.75 1.26
H8 3.61 -4.12 -2.38
H9 3.06 -4.08 -4.80
H10 1.34 -2.48 -5.64
H11 -0.56 -0.14 -3.49
H12 -1.79 -2.24 -4.08
H13 -2.16 -0.90 -5.20
H14 -1.03 -2.19 -5.70
H15 1.19 0.76 -4.96
H16 0.76 -0.46 -6.20
H17 -0.41 0.80 -5.75
H18 -3.02 1.25 -0.40
H19 -2.00 0.98 -2.68
H20 -3.78 0.84 -2.73
H21 -2.99 2.35 -3.26
H22 -4.50 3.22 0.05
H23 -4.50 3.59 -1.70
H24 -5.20 2.07 -1.11
H25 -3.04 4.77 -0.58
H26 -1.09 6.26 -0.25
H27 1.23 5.32 -0.25
H28 1.96 1.68 -0.60
H29 1.99 2.64 1.73
H30 3.61 2.57 0.99
H31 2.74 4.12 1.07
H32 2.42 3.12 -2.54
H33 2.90 4.45 -1.46
H34 3.87 2.96 -1.53
H35 -0.23 1.82 2.20
H36 -4.02 1.44 4.20
H37 -3.11 -1.08 0.83
H38 -1.53 -2.49 0.75
H39 -0.46 -3.28 -0.55
F7 0.39 -2.63 1.19
N4 1.30 -3.08 3.98
C36 2.51 -2.61 4.22
C37 3.15 -2.85 5.46
C38 2.48 -3.62 6.42
C39 1.22 -4.15 6.11
C40 0.66 -3.87 4.83
H40 3.00 -2.02 3.43
H41 4.14 -2.42 5.63
H42 2.93 -3.80 7.40
H43 0.65 -4.78 6.80
H44 -0.30 -4.29 4.53

(3)
C6H11Br2 | ωB97M-V with the def2-TZVPD basis set

## Properties
multiplicity: 2
LUMO level (spin up / spin down): -2.112 / -1.930 eV
relative energy (zero: lowest compared OMol25 entry of this formula, charge and spin): 114.48 kJ/mol
total energy: -5383.15264 a.u.

Geometry (Å):
Br1 1.45 -1.39 1.92
Br2 -0.23 -2.95 1.18
C1 1.23 -0.51 -1.37
C2 0.50 0.36 -0.41
C3 -0.84 0.05 -0.11
C4 -1.61 0.86 0.91
C5 -1.44 -1.08 -0.65
C6 1.22 1.48 0.24
H1 2.27 -0.19 -1.51
H2 1.30 -1.55 -0.99
H3 0.71 -0.50 -2.35
H4 -2.65 0.56 1.04
H5 -1.14 0.74 1.89
H6 -1.62 1.93 0.68
H7 -2.46 -1.30 -0.34
H8 -0.97 -1.79 -1.35
H9 2.25 1.53 -0.10
H10 0.73 2.43 0.00
H11 1.30 1.34 1.33

(4)
C14H41N11O7 | ωB97M-V with the def2-TZVPD basis set

## Properties
multiplicity: 1
LUMO level: -0.879 eV
relative energy (zero: lowest compared OMol25 entry of this formula, charge and spin): 228.58 kJ/mol
total energy: -1686.83026 a.u.

Geometry (Å):
O1 -1.34 1.02 0.85
H1 -2.19 0.89 0.42
H2 -1.21 0.29 1.46
H3 -0.65 1.03 0.17
C1 2.75 -2.34 -2.79
C2 2.95 -1.85 -1.27
C3 4.35 -2.51 -0.90
C4 5.22 -1.70 0.12
C5 5.29 -0.22 -0.34
C6 3.82 0.39 -0.38
N1 2.95 -0.37 -1.30
O2 1.66 0.27 -1.82
C7 3.94 1.88 -0.82
C8 3.34 0.40 1.11
C9 1.87 -2.51 -0.37
H4 3.19 -3.32 -2.99
H5 3.52 -1.76 -3.30
H6 1.95 -2.10 -3.50
H7 4.90 -2.73 -1.81
H8 4.18 -3.35 -0.23
H9 6.24 -2.09 0.22
H10 4.84 -1.78 1.14
H11 5.69 -0.11 -1.35
H12 5.92 0.44 0.24
H13 4.19 1.83 -1.88
H14 4.77 2.39 -0.35
H15 3.03 2.45 -0.65
H16 4.17 0.84 1.65
H17 3.20 -0.59 1.54
H18 2.40 0.93 1.29
H19 0.88 -2.40 -0.80
H20 1.75 -2.02 0.60
H21 2.06 -3.57 -0.21
C10 -1.99 0.19 -5.88
O3 -2.76 -0.01 -6.78
N2 -2.41 0.76 -4.75
N3 -0.69 -0.06 -6.01
H22 -3.29 0.42 -4.38
H23 -1.65 0.83 -4.08
H24 -0.38 -0.03 -6.98
H25 -0.08 0.14 -5.24
C11 0.26 3.41 5.99
O4 0.52 4.59 6.12
N4 -0.92 3.04 5.54
N5 1.10 2.44 5.83
H26 -1.01 2.06 5.33
H27 -1.63 3.74 5.70
H28 2.02 2.67 6.16
H29 0.79 1.54 5.49
C12 -2.00 -2.70 4.87
O5 -1.63 -1.65 4.35
N6 -2.50 -3.62 4.19
N7 -1.89 -3.05 6.10
H30 -2.49 -4.55 4.58
H31 -2.51 -3.47 3.19
H32 -1.58 -2.40 6.81
H33 -2.26 -3.94 6.41
C13 -4.87 -2.35 -0.22
O6 -4.41 -1.29 -0.56
N8 -5.83 -2.38 0.69
N9 -4.61 -3.47 -0.67
H34 -6.35 -3.19 1.00
H35 -6.03 -1.51 1.17
H36 -5.15 -4.25 -0.33
H37 -4.04 -3.36 -1.50
C14 -3.42 5.18 -2.78
O7 -2.69 4.43 -2.12
N10 -3.12 6.37 -3.14
N11 -4.50 4.78 -3.54
H38 -2.24 6.80 -2.89
H39 -3.67 6.91 -3.79
H40 -4.94 5.40 -4.20
H41 -4.78 3.82 -3.40

(5)
C5H12O | ωB97M-V with the def2-TZVPD basis set

## Properties
multiplicity: 1
LUMO level: 0.841 eV
relative energy (zero: lowest compared OMol25 entry of this formula, charge and spin): 136.80 kJ/mol
SMILES string: C=CO.CCC
total energy: -272.89656 a.u.

Geometry (Å):
C1 -0.45 0.44 -1.06
C2 0.42 -0.80 -1.28
C3 0.83 -0.98 -2.74
H1 -1.46 0.41 -1.45
H2 0.10 1.25 -1.54
H3 -0.51 0.77 -0.03
H4 -0.14 -1.71 -1.04
H5 1.31 -0.66 -0.67
H6 1.19 -0.06 -3.21
H7 1.64 -1.70 -2.83
H8 -0.01 -1.28 -3.33
C4 0.21 1.40 2.54
C5 -0.48 0.27 2.64
O1 -1.70 0.20 3.22
H9 1.19 1.36 2.09
H10 -0.25 2.35 2.78
H11 -0.06 -0.63 2.21
H12 -1.82 -0.61 3.72

(6)
C8H17O4 | ωB97M-V with the def2-TZVPD basis set

## Properties
multiplicity: 2
LUMO level (spin up / spin down): 0.577 / 0.233 eV
relative energy (zero: lowest compared OMol25 entry of this formula, charge and spin): 81.85 kJ/mol
total energy: -615.76728 a.u.

Geometry (Å):
O1 2.85 2.04 -0.56
C1 2.39 1.76 0.52
C2 2.53 0.43 1.21
O2 2.18 -0.69 0.48
C3 2.75 -1.06 -0.70
H1 1.79 0.46 2.03
H2 1.91 2.55 1.15
H3 3.57 0.32 1.55
H4 3.80 -1.36 -0.56
H5 2.59 -0.56 -1.65
C4 -0.33 -1.24 -1.37
O3 -0.72 -0.23 -2.28
C5 -0.55 1.10 -1.85
H6 -0.03 -2.12 -1.97
H7 0.06 -0.74 -0.47
H8 -1.14 1.75 -2.51
H9 -0.86 1.25 -0.80
H10 0.52 1.38 -1.91
C6 -1.84 0.76 2.08
O4 -1.46 -0.38 1.37
C7 -2.41 -0.80 0.41
C8 -1.79 -1.83 -0.50
H11 -1.02 1.03 2.75
H12 -2.03 1.62 1.40
H13 -2.77 0.58 2.66
H14 -2.77 0.05 -0.19
H15 -3.29 -1.22 0.94
H16 -2.51 -2.14 -1.28
H17 -1.43 -2.71 0.05

(7)
C2H3N3O2 | ωB97M-V with the def2-TZVPD basis set

## Properties
multiplicity: 1
LUMO level: 0.690 eV
relative energy (zero: lowest compared OMol25 entry of this formula, charge and spin): 334.47 kJ/mol
total energy: -392.66615 a.u.

Geometry (Å):
C1 0.76 0.12 -0.04
C2 -1.23 -0.03 -0.05
H1 2.18 -1.10 -0.19
H2 2.36 0.64 0.03
H3 -2.64 -1.05 0.15
N1 1.93 -0.34 0.25
N2 0.38 1.45 -0.15
N3 -0.26 -0.79 -0.21
O1 -0.92 1.25 0.11
O2 -2.56 -0.14 0.10

(8)
C4H12S2 | ωB97M-V with the def2-TZVPD basis set

## Properties
multiplicity: 1
LUMO level: 0.697 eV
relative energy (zero: lowest compared OMol25 entry of this formula, charge and spin): 23.59 kJ/mol
SMILES string: CCC.CSS
total energy: -955.95547 a.u.

Geometry (Å):
C1 0.17 -3.34 -3.54
S1 0.35 -1.65 -2.98
S2 0.17 -1.72 -0.94
H1 0.31 -3.26 -4.62
H2 -0.81 -3.74 -3.30
H3 0.95 -4.03 -3.20
H4 1.44 -1.42 -0.64
C2 -0.40 2.94 1.28
C3 -0.01 1.45 1.26
C4 -0.19 0.80 2.62
H5 -0.67 3.25 0.26
H6 0.44 3.53 1.59
H7 -1.34 3.05 1.80
H8 0.98 1.31 0.83
H9 -0.67 0.91 0.57
H10 -1.19 0.93 3.03
H11 0.00 -0.26 2.64
H12 0.45 1.26 3.36

- What is the relative energy (zero: lowest compared OMol25 entry of this formula, charge and spin) in the second record?
  0.00 kJ/mol

Please write out number 3 again, unchanged.
C6H11Br2 | ωB97M-V with the def2-TZVPD basis set

## Properties
multiplicity: 2
LUMO level (spin up / spin down): -2.112 / -1.930 eV
relative energy (zero: lowest compared OMol25 entry of this formula, charge and spin): 114.48 kJ/mol
total energy: -5383.15264 a.u.

Geometry (Å):
Br1 1.45 -1.39 1.92
Br2 -0.23 -2.95 1.18
C1 1.23 -0.51 -1.37
C2 0.50 0.36 -0.41
C3 -0.84 0.05 -0.11
C4 -1.61 0.86 0.91
C5 -1.44 -1.08 -0.65
C6 1.22 1.48 0.24
H1 2.27 -0.19 -1.51
H2 1.30 -1.55 -0.99
H3 0.71 -0.50 -2.35
H4 -2.65 0.56 1.04
H5 -1.14 0.74 1.89
H6 -1.62 1.93 0.68
H7 -2.46 -1.30 -0.34
H8 -0.97 -1.79 -1.35
H9 2.25 1.53 -0.10
H10 0.73 2.43 0.00
H11 1.30 1.34 1.33

Please write out number 3 again, unchanged.
C6H11Br2 | ωB97M-V with the def2-TZVPD basis set

## Properties
multiplicity: 2
LUMO level (spin up / spin down): -2.112 / -1.930 eV
relative energy (zero: lowest compared OMol25 entry of this formula, charge and spin): 114.48 kJ/mol
total energy: -5383.15264 a.u.

Geometry (Å):
Br1 1.45 -1.39 1.92
Br2 -0.23 -2.95 1.18
C1 1.23 -0.51 -1.37
C2 0.50 0.36 -0.41
C3 -0.84 0.05 -0.11
C4 -1.61 0.86 0.91
C5 -1.44 -1.08 -0.65
C6 1.22 1.48 0.24
H1 2.27 -0.19 -1.51
H2 1.30 -1.55 -0.99
H3 0.71 -0.50 -2.35
H4 -2.65 0.56 1.04
H5 -1.14 0.74 1.89
H6 -1.62 1.93 0.68
H7 -2.46 -1.30 -0.34
H8 -0.97 -1.79 -1.35
H9 2.25 1.53 -0.10
H10 0.73 2.43 0.00
H11 1.30 1.34 1.33